No. 1
This record from the Open Molecules 2025 dataset describes a gas-phase ion, C5H6NO (charge +1) in a non-equilibrium geometry. The level of theory is ωB97M-V/def2-TZVPD.

XYZ file:
```
13
Properties=species:S:1:pos:R:3
O 1.67 0.54 0.09
N 0.37 0.33 -0.04
C 2.36 -0.70 -0.05
C -1.13 -1.45 0.21
C -0.57 1.24 0.14
C -1.89 0.75 -0.04
C -2.16 -0.64 -0.04
H 3.03 -0.71 0.71
H 2.92 -0.63 -0.88
H -2.81 1.26 -0.09
H -3.25 -0.79 -0.34
H -0.25 2.36 0.22
H 1.71 -1.57 0.11
```

## Properties
2S+1: 1
net charge: +1
gap between HOMO and LUMO: 7.680 eV
LUMO level: -7.486 eV

***

No. 2
This record from the Open Molecules 2025 dataset describes a gas-phase ion, C5H6NO (charge +1) in a non-equilibrium geometry. The level of theory is ωB97M-V/def2-TZVPD.

XYZ file:
```
13
Properties=species:S:1:pos:R:3
O 0.53 -0.82 1.85
N -0.75 -0.49 -0.04
C -1.29 0.05 -1.23
C 1.63 0.68 0.17
C -0.59 -1.44 1.92
C -1.35 -1.31 0.84
C 0.54 -0.13 0.67
H -0.59 0.87 -1.74
H 1.96 0.28 -0.74
H 2.43 0.69 1.02
H 1.24 1.75 0.01
H -1.59 -0.73 -1.77
H -2.18 0.61 -0.96
```

## Properties
2S+1: 1
net charge: +1
structure (SMILES): Cc1oc#c[n+]1C
gap between HOMO and LUMO (alpha / beta): 7.402 / 7.242 eV
LUMO level (alpha / beta): -7.581 / -7.749 eV

***

Record order is preserved below.
Energy relative to the best compared isomer or geometry (same formula, charge and spin): 199.0; 190.5 kcal per mole
Record order is preserved below.
Calculated total energy: -8804.3223; -8804.6888 eV